# C16H41IN6O9P2S

C16H41IN6O9P2S as an isolated structure (ωB97M-V with the def2-TZVPD basis set, the OMol25 dataset).

Last column: Löwdin charge in e.
Cartesian coordinates (Å):
O -4.996 1.746 -3.097  0.0795
C -5.072 0.963 -2.192  -0.2351
C -4.628 -0.493 -2.284  -0.0262
C -5.853 -1.354 -1.928  -0.5953
O -6.873 -0.820 -2.732  -0.0307
O -6.168 -1.313 -0.551  -0.1064
S -5.310 -2.558 0.086  0.6030
O -3.964 -2.172 0.275  -0.2032
O -5.990 -3.005 1.231  -0.1918
O -5.282 -3.594 -1.172  -0.1926
C -5.839 -2.858 -2.275  -0.8105
O -5.308 -3.197 -3.458  0.0457
I -7.962 -3.527 -2.167  1.0147
H -5.474 1.244 -1.201  0.1296
H -3.818 -0.585 -1.556  0.1169
H -4.263 -0.750 -3.275  0.1385
H -6.609 -0.924 -3.653  0.1255
H -5.773 -3.969 -3.797  0.0941
O -2.714 0.917 0.569  -0.2803
P -2.161 1.721 1.727  0.7815
N -0.977 0.594 2.281  -0.3333
C -0.992 -0.314 3.406  -0.1314
C 0.142 0.358 1.385  -0.1358
N -3.646 1.853 2.617  -0.3108
C -3.980 1.083 3.804  -0.1349
C -4.834 1.957 1.768  -0.1528
N -1.462 3.047 2.685  -0.3325
C -0.706 4.017 1.890  -0.1465
C -0.889 2.920 3.996  -0.1301
H -0.074 -0.194 3.998  0.0831
H -1.051 -1.362 3.087  0.0856
H -1.816 -0.136 4.089  0.0452
H 0.975 1.038 1.620  0.0697
H -0.141 0.527 0.343  0.0684
H 0.511 -0.667 1.444  0.0799
H -3.817 0.006 3.673  0.0788
H -5.030 1.218 4.064  0.0805
H -3.438 1.433 4.686  0.0668
H -5.189 0.977 1.423  0.0735
H -4.635 2.574 0.893  0.0665
H -5.639 2.447 2.319  0.0832
H 0.310 3.664 1.661  0.0722
H -0.629 4.976 2.409  0.0783
H -1.212 4.208 0.938  0.0759
H 0.173 2.630 3.971  0.0873
H -1.412 2.212 4.633  0.0606
H -0.963 3.890 4.496  0.0931
O 5.946 1.234 -2.564  -0.2785
P 5.540 -0.174 -2.186  0.7716
N 4.284 0.207 -1.061  -0.3363
C 4.266 0.194 0.380  -0.1381
C 3.095 0.834 -1.613  -0.1282
N 7.079 -0.677 -1.559  -0.3190
C 7.406 -0.803 -0.150  -0.1422
C 8.221 -0.089 -2.263  -0.1557
N 5.027 -1.872 -2.301  -0.3350
C 4.322 -2.195 -3.544  -0.1483
C 4.521 -2.670 -1.218  -0.1313
H 3.395 -0.376 0.733  0.0752
H 4.199 1.207 0.799  0.0848
H 5.136 -0.280 0.826  0.0467
H 2.344 0.073 -1.873  0.0744
H 3.323 1.401 -2.518  0.0713
H 2.639 1.536 -0.913  0.0751
H 7.133 0.086 0.433  0.0770
H 8.477 -0.957 -0.017  0.0785
H 6.950 -1.690 0.300  0.0658
H 8.463 0.919 -1.904  0.0814
H 8.031 -0.029 -3.333  0.0684
H 9.099 -0.726 -2.137  0.0791
H 3.265 -1.892 -3.512  0.0733
H 4.366 -3.267 -3.754  0.0776
H 4.788 -1.683 -4.391  0.0754
H 3.437 -2.548 -1.070  0.0869
H 5.010 -2.474 -0.268  0.0603
H 4.715 -3.721 -1.448  0.0927

Summary:
- LUMO energy: -0.334 eV
- Electronic energy: -3018.29131 a.u.
- HOMO: -7.79 eV

---

# C2H4N3O3S

A 2-piece molecular cluster, C2H4N3O3S overall (ωB97M-V with the def2-TZVPD basis set, the OMol25 dataset).

Last column: Löwdin charge in e.
Cartesian coordinates (Å):
C 1.220 -0.961 0.510  -0.2800
C -2.701 -0.719 0.342  -0.4593
N 0.986 -0.969 -0.742  0.1043
N 0.503 1.419 -0.830  -0.3451
N 1.449 0.295 1.138  -0.2506
O -2.970 -1.811 0.501  0.2493
O -2.446 0.372 0.185  0.2074
O -0.257 2.327 -1.544  -0.0215
S 0.913 1.770 0.578  1.2333
H 1.235 -1.809 1.180  0.1345
H 0.556 -1.920 -0.944  0.1099
H 2.055 0.243 1.973  0.1325
H -0.543 1.763 -2.347  0.1854

Summary:
- LUMO energy: -6.387 eV
- Net charge: +1
- Electronic energy: -866.40322 a.u.
- HOMO: -14.60 eV

---

# C6H8N

A 2-piece molecular cluster, C6H8N overall (ωB97M-V with the def2-TZVPD basis set, the OMol25 dataset).

Last column: Löwdin charge in e.
Cartesian coordinates (Å):
C -2.402 0.065 0.338  -0.0246
C 2.195 0.269 -1.681  0.1083
C -0.689 1.397 -0.728  0.1803
C -3.326 -0.750 0.820  0.1701
C 2.158 -0.178 -0.563  -0.2416
C 2.303 -0.702 0.739  -0.1235
N -1.519 0.677 -0.156  0.1181
H 2.428 0.619 -2.636  0.0382
H 0.218 1.001 -1.081  0.0274
H -4.292 -0.459 1.366  0.1366
H -3.185 -1.820 0.909  0.0975
H -0.813 2.580 -0.751  0.1896
H 1.279 -0.512 1.262  0.0980
H 3.184 -0.329 1.311  0.0994
H 2.460 -1.858 0.851  0.1261

Summary:
- LUMO energy: -6.003 eV
- Net charge: +1
- Electronic energy: -287.72219 a.u.
- HOMO: -13.46 eV

---

# C33H34Cl2HfN3O2Se

C33H34Cl2HfN3O2Se as an isolated structure (ωB97M-V with the def2-TZVPD basis set, the OMol25 dataset).

Last column: Löwdin charge in e.
Cartesian coordinates (Å):
Hf 0.322 -0.343 1.171  1.2573
C -1.856 -1.970 3.606  -0.0277
C -2.853 -1.937 2.486  -0.2205
C -3.875 -2.882 2.457  -0.0385
C -4.827 -2.871 1.450  -0.0602
C -4.752 -1.920 0.448  -0.0351
C -3.743 -0.962 0.439  -0.2372
C -3.682 0.036 -0.683  -0.0318
C -2.810 -0.974 1.479  -0.2686
N -1.751 0.007 1.466  -0.0818
C -2.179 1.319 1.618  -0.4865
O -3.272 1.695 1.966  0.1244
C -1.107 2.315 1.233  -0.1794
C -1.237 3.685 1.327  0.0451
C -0.190 4.469 0.855  0.0165
C 0.949 3.879 0.316  0.0517
C 1.020 2.501 0.295  -0.1478
N -0.002 1.761 0.733  0.0039
C 2.209 1.693 -0.174  -0.4561
O 3.165 2.221 -0.686  0.1328
N 2.023 0.350 0.089  -0.0944
C 3.144 -0.531 -0.149  -0.2469
C 4.278 -0.441 0.662  -0.2045
C 4.497 0.665 1.655  -0.0548
C 5.281 -1.392 0.484  -0.0301
C 5.181 -2.368 -0.492  -0.0603
C 4.089 -2.376 -1.345  -0.0511
C 3.067 -1.446 -1.201  -0.2492
C 1.994 -1.379 -2.254  -0.0496
H -1.970 -2.882 4.190  0.0943
H -1.969 -1.121 4.282  0.0903
H -0.810 -1.951 3.271  0.0157
H -3.922 -3.626 3.241  0.1134
H -5.623 -3.602 1.449  0.1097
H -5.485 -1.916 -0.348  0.1173
H -4.189 -0.354 -1.564  0.0859
H -2.655 0.279 -0.968  0.0701
H -4.168 0.972 -0.404  0.0912
H -2.139 4.106 1.745  0.1371
H -0.262 5.547 0.904  0.1266
H 1.778 4.455 -0.069  0.1353
H 3.572 1.110 2.015  0.0091
H 5.078 1.458 1.181  0.0983
H 5.054 0.305 2.519  0.0882
H 6.158 -1.348 1.118  0.1192
H 5.970 -3.098 -0.611  0.1102
H 4.042 -3.093 -2.156  0.1148
H 1.860 -2.346 -2.739  0.0818
H 2.281 -0.666 -3.030  0.0992
H 1.023 -1.045 -1.887  0.0195
C -1.427 -0.553 8.823  -0.0395
C -0.755 -0.450 7.484  -0.2535
C 0.164 -1.400 7.064  -0.0029
C 0.804 -1.316 5.833  -0.3081
C 1.782 -2.390 5.448  -0.0812
C 0.502 -0.231 5.001  -0.5024
Se 1.506 -0.108 3.370  0.7864
C -0.412 0.749 5.393  -0.2992
C -0.761 1.953 4.568  -0.0525
C -1.029 0.610 6.631  -0.0073
H -1.053 -1.404 9.390  0.0779
H -2.506 -0.670 8.713  0.0870
H -1.258 0.348 9.415  0.0871
H 0.394 -2.237 7.712  0.1199
H 1.763 -3.193 6.183  0.0824
H 2.803 -2.006 5.395  0.0827
H 1.552 -2.818 4.470  0.0413
H -0.021 2.130 3.785  0.0332
H -0.796 2.841 5.199  0.0950
H -1.744 1.844 4.107  0.0808
H -1.739 1.370 6.940  0.1304
Cl -0.851 -2.492 -0.411  0.6822
C 0.228 -3.755 0.232  -0.8223
Cl 1.387 -2.983 1.338  0.6309
H 0.767 -4.214 -0.590  0.0521
H -0.379 -4.454 0.797  0.0527

Summary:
- LUMO energy: -3.853 eV
- Net charge: +1
- Electronic energy: -4962.45338 a.u.
- HOMO: -10.92 eV

---

# C7H15Br6Na3O

C7H15Br6Na3O as an isolated structure (ωB97M-V with the def2-TZVPD basis set, the OMol25 dataset).

Last column: Löwdin charge in e.
Cartesian coordinates (Å):
Na -6.440 1.807 4.076  0.8862
Na -6.280 1.581 -1.216  0.8436
Na -5.846 -2.599 1.838  0.9043
C -1.933 1.320 1.399  -0.3379
O -3.248 0.865 1.643  -0.4791
H -1.215 0.790 2.026  0.0597
H -1.701 1.144 0.349  0.0442
H -1.763 2.392 1.502  0.0512
Br -1.111 -4.318 0.556  0.4898
C 0.023 -3.606 -1.004  -0.5799
C 1.409 -3.256 -0.440  -0.7148
Br 2.516 -2.265 -1.718  0.6212
H -0.438 -2.649 -1.252  0.0406
H 0.206 -4.285 -1.836  0.0702
H 1.987 -4.171 -0.306  0.0488
H 1.454 -2.657 0.469  0.0455
Br -2.481 0.552 -7.514  0.5880
C -0.941 1.308 -6.517  -0.6962
C -1.218 2.338 -5.446  -0.6406
Br 0.360 2.649 -4.220  0.5614
H -0.166 1.798 -7.105  0.0646
H -0.335 0.503 -6.101  0.0458
H -1.947 2.012 -4.703  0.0254
H -1.530 3.319 -5.805  0.0579
Br 3.633 2.643 4.059  0.6539
C 3.520 0.763 4.475  -0.7277
C 4.082 0.590 5.852  -0.7877
Br 4.194 -1.199 6.507  0.6466
H 4.202 0.223 3.818  0.0565
H 2.526 0.354 4.292  0.0597
H 3.392 1.051 6.559  0.0465
H 5.087 1.001 5.760  0.0524

Summary:
- LUMO energy: -8.416 eV
- Net charge: +2
- Electronic energy: -16281.26238 a.u.
- HOMO: -11.99 eV

---

# C18H15BrHf

C18H15BrHf as an isolated structure (ωB97M-V with the def2-TZVPD basis set, the OMol25 dataset).

Last column: Löwdin charge in e.
Cartesian coordinates (Å):
C -1.236 -1.327 -3.270  -0.1645
C -1.930 -2.454 -2.690  -0.2183
C -2.841 -1.951 -1.685  -0.2099
H -1.947 -3.465 -3.085  0.1202
C -2.714 -0.505 -1.690  -0.2039
C -1.715 -0.138 -2.636  -0.1727
H -1.367 0.854 -2.896  0.1240
H -0.612 -1.375 -4.163  0.1270
H -3.643 -2.538 -1.234  0.1271
H -3.310 0.184 -1.101  0.1193
Hf -0.703 -1.456 -0.917  1.1809
Br 0.157 -3.648 -0.211  0.0960
C 3.068 1.696 -1.844  -0.2073
C 2.056 2.385 -2.549  -0.1947
C 1.712 1.603 -3.699  -0.2204
H 1.556 3.279 -2.234  0.0572
C 2.496 0.413 -3.678  -0.2050
C 3.383 0.488 -2.550  -0.1863
H 4.100 -0.265 -2.255  0.0539
H 3.560 2.068 -0.950  0.0615
H 0.946 1.825 -4.426  0.0518
H 2.412 -0.461 -4.327  0.0546
C -0.929 0.009 0.532  -0.1445
C -0.665 0.116 1.745  -0.1006
C -0.395 0.341 3.100  -0.2603
C -1.390 0.888 3.937  -0.0261
C -1.215 0.916 5.317  -0.0740
C -0.029 0.420 5.879  -0.0684
C 1.017 -0.017 5.046  -0.0679
C 0.838 -0.052 3.664  -0.0169
H -2.304 1.254 3.473  0.1184
H -2.017 1.315 5.946  0.1089
H 0.082 0.370 6.971  0.1095
H 1.958 -0.352 5.481  0.1079
H 1.622 -0.419 2.999  0.1236

Summary:
- LUMO energy (spin up / spin down): -1.990 / -1.992 eV
- Electronic energy: -3316.77603 a.u.
- HOMO (spin up / spin down): -5.75 / -5.74 eV

---

# C4H11NO3

A 2-piece molecular cluster, C4H11NO3 overall (ωB97M-V with the def2-TZVPD basis set, the OMol25 dataset).

Last column: Löwdin charge in e.
Cartesian coordinates (Å):
C -0.648 -1.749 -1.356  -0.0221
C 0.263 -1.198 -0.277  -0.5915
N 1.639 -1.255 -0.623  0.0899
O 0.013 -1.705 0.950  -0.0231
H -0.463 -2.818 -1.448  0.0857
H -1.686 -1.591 -1.073  0.0815
H -0.451 -1.283 -2.320  0.0783
H -0.087 0.011 -0.143  0.1315
H 2.246 -0.919 0.112  0.0884
H 1.864 -0.847 -1.519  0.0825
H -0.025 -0.898 1.621  0.0921
C 0.391 2.339 0.446  0.0125
C -0.478 1.195 0.915  -0.5846
O -0.233 0.588 1.985  -0.0004
O -1.787 1.406 0.564  0.0743
H 1.440 2.066 0.538  0.0882
H 0.205 3.204 1.084  0.0976
H 0.142 2.610 -0.578  0.0887
H -2.343 0.844 1.125  0.1304

Summary:
- LUMO energy: 0.543 eV
- Electronic energy: -439.45987 a.u.
- HOMO: -9.21 eV
- SMILES: C[C@H](N)O.CC(=O)O

---

# C4H10O2

One molecule with the formula C4H10O2 (ωB97M-V with the def2-TZVPD basis set, the OMol25 dataset).

Last column: Löwdin charge in e.
Cartesian coordinates (Å):
C -2.505 -0.544 -1.481  -0.1222
O -1.131 -0.313 -1.334  -0.1915
C -0.726 -0.233 0.009  -0.2235
C 0.775 -0.011 -0.017  -0.2189
O 1.215 0.123 1.310  -0.1874
C 2.477 0.722 1.498  -0.1093
H -2.708 -0.580 -2.554  0.0887
H -2.808 -1.500 -1.026  0.0895
H -3.102 0.262 -1.028  0.0894
H -1.233 0.591 0.538  0.1325
H -0.958 -1.165 0.552  0.1321
H 1.235 -0.875 -0.526  0.1334
H 0.998 0.883 -0.617  0.1299
H 3.065 0.066 2.148  0.0853
H 3.027 0.864 0.559  0.0848
H 2.377 1.711 1.969  0.0872

Summary:
- LUMO energy: 1.107 eV
- Electronic energy: -308.83386 a.u.
- HOMO: -9.73 eV
- SMILES: COCCOC

---

- Among the records above, which one has the highest electronic energy?
  C6H8N

---

- Look up the electronic energy of the sixth one.
  -3316.77603 a.u.